Molecular formula: C16H24O12
Method: DFT, ωB97M-V with the def2-TZVPD basis set

Results
Gap between HOMO and LUMO in eV: 10.7
Total charge: 0
Multiplicity: 1

Each line ends with the Mulliken charge.
Atoms and positions in Å:
C -2.58012 -2.55942 4.32357  0.55
C 0.88254 0.00031 -2.48773  -0.40
C -1.94619 -0.71595 3.14817  1.12
C 0.70925 3.62760 -5.94035  -1.41
H 0.68739 -1.42747 3.25165  0.18
O 1.94969 -0.97007 0.58050  -0.55
H -3.72440 0.32204 4.05427  0.37
H -0.49656 -2.11244 5.46768  -0.08
H 3.00329 1.37622 -5.03127  0.35
C -1.56814 -0.58858 -2.09011  -1.39
H -2.59063 0.12644 1.21882  0.48
C 0.65876 1.22509 4.82630  0.72
C 2.01099 1.40248 -5.47384  -0.01
C 1.71741 0.84900 -7.66522  0.62
H 0.86032 4.15174 -4.99781  0.38
C 1.28959 -0.91783 5.40179  0.40
H -0.08419 -1.82488 -2.93813  0.24
H -0.23242 3.08583 -5.85160  0.36
C 1.85402 2.70100 -6.32848  0.53
H 2.32231 -0.85447 5.74424  0.39
C -3.43620 -0.60841 3.56738  -0.47
O 0.53050 0.50966 3.71503  -0.46
H 1.54484 -0.20821 -3.33086  0.19
H -4.06753 -0.66534 2.67724  0.28
O 0.62267 2.42361 4.88556  -0.59
C 1.38057 -0.81212 -0.46004  0.63
H 0.45539 0.98490 -2.71643  0.26
O -3.62929 -1.71667 4.44213  -0.35
H 0.11307 -1.59601 7.03190  0.36
O 1.67290 0.21221 -8.66714  -0.52
O -1.63052 -2.04461 3.55462  -0.43
H 0.68688 4.33786 -6.76723  0.36
H -1.69795 -1.35412 1.08846  0.37
C -0.12338 -1.06510 -2.15479  0.67
O 1.58159 2.18560 -7.62233  -0.35
O 0.77699 0.38514 5.86802  -0.41
H 0.99505 -2.86133 6.28499  0.41
H -1.71207 0.02239 -1.19455  0.32
H 2.80154 3.23225 -6.22836  0.25
O -2.48612 -3.57755 4.94900  -0.55
O 0.32538 -1.52034 -0.86551  -0.33
C 0.40980 -1.97315 6.05200  -0.93
C -1.77091 -0.43472 1.66977  -1.56
H -1.31676 -0.04889 3.73991  -0.31
H 1.18896 1.33955 -4.77041  -0.19
H -1.79432 0.02327 -2.96573  0.40
H -2.37882 -1.31492 -2.03705  0.36
O 1.69554 0.15129 -1.33168  -0.39
H 2.22946 -0.74316 3.37798  0.44
H -0.88376 0.19484 1.57393  0.39
O 1.94491 0.35439 -6.43447  -0.34
C 1.24869 -0.70896 3.85620  -0.32



Molecular formula: C16H24O5
Method: DFT, ωB97M-V with the def2-TZVPD basis set

Results
Gap between HOMO and LUMO in eV: 8.8
Total charge: 0
Multiplicity: 1

Each line ends with the Mulliken charge.
Atoms and positions in Å:
H -0.58501 1.73099 2.50772  0.46
H 1.58770 2.36905 -3.02058  0.30
C 0.36527 0.74478 -2.53622  -0.27
H 0.49607 2.23920 0.03127  0.27
H 3.07189 -1.24153 0.64441  0.15
C -2.90580 -1.33114 -2.07726  0.52
H 4.52153 -0.88898 2.02912  0.24
H -1.09825 -1.31306 -1.13277  -0.12
H 3.20247 0.60446 5.61667  0.24
H 3.92517 -2.38740 1.78073  0.35
C 2.33348 0.14630 2.99817  -0.04
O 2.13599 0.13776 -1.17661  -0.62
H 4.85186 0.63475 5.12293  0.39
H 0.25854 2.02198 -4.12185  0.49
H 0.02178 2.88949 -2.31724  0.23
C 0.45114 1.93502 -3.10868  -1.56
C 0.61773 0.42310 1.44075  -0.93
O -1.12872 0.43061 -2.37111  -0.30
H 0.50106 -0.37707 1.16965  1.60
H -3.27360 0.15961 -3.74103  0.80
H -2.82814 -2.31615 -0.47182  0.19
H -0.97820 -1.72358 -3.07504  0.20
H 0.70999 0.13128 -3.11436  0.81
C -4.78667 -1.88292 -1.26870  -0.28
C 3.49421 -1.35159 1.74618  -0.53
C -1.43684 -0.77618 -2.08518  0.12
H -5.60195 -0.06037 -3.75803  0.32
O 3.61547 0.71094 3.42134  -0.36
O 2.40571 -1.26069 2.70019  -0.44
C -3.72396 -0.29296 -3.08778  -0.77
H 4.14732 -0.93315 4.78793  0.22
H 2.59136 0.91855 1.28629  1.14
H -6.79283 -1.38434 -1.99206  0.52
C -5.02751 -0.36491 -2.95454  -0.62
O -0.37883 0.76716 2.05941  -0.65
C 1.89757 1.03110 1.81777  -1.54
C -3.57307 -1.85902 -1.20607  -0.15
H -5.24337 -2.54154 -0.45549  0.16
C -5.76930 -1.38720 -1.95688  -0.92
H 1.63253 0.17101 3.85380  0.46
H -0.83196 1.14870 -0.05440  0.38
C 1.04418 0.68221 -1.11584  0.62
C 3.96414 0.31928 4.83058  -0.70
C 0.30752 1.07118 -0.07769  -0.55
H 1.81232 2.25528 2.43234  0.15



Molecular formula: C16H25Br2NPSSbSe4Ti
Method: DFT, ωB97M-V with the def2-TZVPD basis set

Results
Gap between HOMO and LUMO (spin up / spin down) in eV: 6.7 / 6.0
Total charge: +1
Multiplicity: 2

Each line ends with the Löwdin spin population.
Atoms and positions in Å:
C 2.49750 4.82942 -0.47387  0.00
C 2.00392 -2.55145 0.59084  0.00
C -0.80100 -3.01679 -1.43132  0.00
P 0.16926 -0.54985 -0.45876  0.00
H 1.10541 -0.40706 2.32506  0.00
C -2.30891 -1.89476 2.54335  0.00
C -1.21105 -0.75432 0.71832  0.00
Sb -0.86979 3.78401 3.64414  0.01
H 3.37315 5.44919 -0.61712  0.00
H -1.80964 -1.65371 -3.43301  0.00
N -0.86961 2.36179 -2.22559  0.00
Br 1.09915 5.35032 -1.66353  0.00
Se -0.81649 1.46668 4.58333  0.90
H 0.47566 -2.30856 -3.79108  0.00
Se -3.03538 4.42433 3.18847  0.04
C -3.42636 -1.08956 2.38829  0.00
H -1.69858 -2.92219 -0.82090  0.00
C -3.44303 -0.11778 1.39752  0.00
H 2.85408 -0.61842 2.14775  0.00
H 3.86003 -0.57793 -0.07983  0.00
H 1.31602 -2.96554 1.32374  0.00
H -1.05917 -3.61303 -2.30906  0.00
Se 1.27337 4.71336 3.76887  0.04
H 2.05286 0.80409 1.46892  0.00
C -1.89303 3.00850 -2.16176  0.00
C -2.34588 0.04642 0.56733  0.00
H 2.13805 4.78941 0.54997  0.00
H 3.03587 -1.27221 -1.47613  0.00
H -4.28614 -1.22672 3.03097  0.00
H 1.93565 -3.14238 -0.31955  0.00
H -2.31089 -0.76467 -2.00261  0.00
H 3.01358 -2.68366 0.98700  0.00
C -0.30409 -1.64772 -1.91218  0.00
C 2.91504 -0.60755 -0.62513  0.00
S -3.21175 3.83272 -2.10367  0.00
H -0.35858 -2.38045 1.85106  0.00
Ti 0.53345 1.98456 -1.03370  -0.01
H -2.29082 -2.65666 3.31131  0.00
C -1.46272 -0.96960 -2.65619  0.00
H 1.65308 -2.45276 -2.49736  0.00
C 0.85787 -1.82256 -2.89151  0.00
Se -0.12342 2.61430 0.94467  0.00
C 1.79632 -1.05353 0.33422  0.00
H -0.05763 -3.57194 -0.86418  0.00
H -4.30780 0.52023 1.27061  0.00
H -1.15931 -0.04064 -3.13456  0.00
Br 3.09840 2.99919 -0.89302  0.00
H 1.28669 -0.86563 -3.20306  0.00
C -1.21157 -1.73373 1.71032  0.00
H -2.37426 0.82363 -0.18959  0.00
C 1.94932 -0.26975 1.64690  0.00
H 2.75315 0.40096 -1.02465  0.00



Molecular formula: C16H25Br3O10
Method: DFT, ωB97M-V with the def2-TZVPD basis set

Results
Gap between HOMO and LUMO in eV: 9.5
Total charge: 0
Multiplicity: 1

Each line ends with the Mulliken charge.
Atoms and positions in Å:
H -17.41304 20.42234 12.44874  0.02
C -10.91675 19.02691 19.95837  -1.44
C -16.42496 13.43437 18.91068  -1.47
C -17.85327 18.58740 10.24240  -1.14
H -21.34569 17.02487 13.43706  0.41
H -13.12040 17.71690 21.84744  0.30
O -14.34317 18.03285 20.17792  -0.30
H -11.30831 20.04402 19.99018  0.35
C -22.11532 19.61481 12.98238  -0.44
H -17.58987 21.86317 11.42000  0.32
H -11.64746 17.00478 20.16173  0.31
C -13.17125 18.32047 20.94451  -0.51
O -19.90457 22.08868 13.79020  -0.55
H -18.47252 18.27180 9.40463  0.36
O -19.81936 19.96294 13.06409  -0.26
H -16.28718 20.69398 11.10339  0.42
C -20.45231 21.08115 13.49133  0.60
Br -18.37356 18.05671 16.94478  -0.04
Br -17.58114 15.42912 15.37142  -0.03
H -10.27555 18.92272 19.08453  0.35
H -22.74172 19.77730 12.10738  0.29
H -16.13531 17.26308 16.29857  0.14
C -14.01373 17.84883 18.88735  0.55
O -16.80721 16.40986 20.82414  -0.37
H -17.29993 13.10214 19.46354  0.39
H -17.98386 15.53502 19.34460  0.36
H -20.66780 18.78620 11.59682  0.22
C -18.24876 20.01549 10.56318  1.20
Br -16.83533 18.23344 14.12418  0.02
H -16.73414 16.63910 18.76996  -0.32
C -16.96065 15.87996 19.51075  0.20
C -17.07739 17.27043 15.76650  0.00
O -12.68756 17.95966 18.69509  -0.36
O -15.50979 14.60595 20.81059  -0.41
O -19.29718 20.46743 10.16419  -0.58
C -20.75572 18.95898 12.67149  0.62
O -21.78549 20.87735 13.55070  -0.38
H -10.26425 18.90413 20.82705  0.38
H -16.64546 13.54093 17.84672  0.26
O -14.80740 17.60993 18.03218  -0.50
C -12.01430 18.01690 19.97950  0.49
H -13.22362 19.36936 21.24337  0.32
H -20.17772 17.87669 14.45360  0.19
C -15.91566 14.74598 19.44183  0.79
O -15.75587 15.79653 22.70682  -0.57
C -16.00624 15.61503 21.56058  0.70
H -18.09252 17.95806 11.10421  0.12
H -15.07204 15.10638 18.84961  0.08
C -20.47374 17.67960 13.42072  -1.30
H -19.62074 17.14787 12.99688  0.24
C -17.32226 20.81093 11.43238  -1.10
H -16.79530 18.49749 10.00958  0.41
H -22.68332 19.02824 13.70720  0.29
H -15.63264 12.68534 18.96579  0.37



Molecular weight readings, ordered: 408.4, 296.4, 939.7, 617.1 g mol⁻¹
Strongest force on any atom readings, ordered: 2.01, 18.32, 0.76, 0.71 eV Å⁻¹